C46H123N5O18 | ωB97M-V with the def2-TZVPD basis set

CARTESIAN COORDINATES (ANGSTROEM)
C1 -3.69 -0.91 4.07
C2 -4.20 0.47 3.66
O1 -3.49 1.02 2.51
H1 -2.83 -0.80 4.72
H2 -3.51 -1.56 3.21
H3 -4.48 -1.44 4.59
H4 -4.21 1.13 4.53
H5 -5.21 0.40 3.26
H6 -3.81 0.77 1.64
C3 0.74 -6.37 -1.02
C4 1.55 -5.66 -2.13
O2 2.46 -4.83 -1.39
H7 0.19 -5.60 -0.50
H8 1.35 -6.91 -0.29
H9 0.00 -7.02 -1.50
H10 0.88 -5.08 -2.76
H11 2.08 -6.39 -2.74
H12 3.34 -5.18 -1.52
C5 0.35 -4.29 4.00
C6 1.36 -3.80 2.89
O3 2.38 -3.06 3.49
H13 0.41 -3.70 4.91
H14 0.42 -5.35 4.22
H15 -0.70 -4.25 3.72
H16 0.79 -3.23 2.15
H17 1.85 -4.70 2.52
H18 3.18 -3.44 3.13
C7 0.17 -1.04 -3.82
C8 -1.03 -1.77 -4.48
O4 -2.15 -1.15 -3.81
H19 0.04 0.03 -4.02
H20 1.17 -1.47 -3.90
H21 -0.01 -1.14 -2.75
H22 -1.13 -2.84 -4.35
H23 -1.05 -1.67 -5.57
H24 -2.94 -1.47 -4.24
C9 2.00 4.35 2.24
C10 1.15 4.52 3.51
O5 0.01 5.27 3.20
H25 1.43 3.80 1.49
H26 2.88 3.79 2.55
H27 2.30 5.33 1.85
H28 1.72 5.10 4.25
H29 1.01 3.48 3.79
H30 -0.73 4.70 3.40
C11 -5.80 -1.47 -3.13
C12 -5.63 -2.29 -4.44
O6 -4.26 -2.54 -4.65
H31 -6.79 -1.08 -2.87
H32 -5.08 -0.66 -3.19
H33 -5.37 -1.96 -2.26
H34 -5.87 -1.65 -5.29
H35 -6.11 -3.26 -4.51
H36 -4.16 -3.23 -5.31
C13 4.60 -5.72 1.70
C14 5.33 -4.35 1.86
O7 4.92 -3.79 3.10
H37 4.69 -5.91 0.64
H38 3.53 -5.54 1.84
H39 4.75 -6.65 2.24
H40 5.05 -3.71 1.03
H41 6.38 -4.59 1.73
H42 5.66 -3.23 3.36
C15 -7.93 -3.02 1.64
C16 -6.62 -3.10 0.79
O8 -5.46 -3.53 1.44
H43 -7.93 -2.17 2.32
H44 -7.96 -3.89 2.29
H45 -8.81 -2.79 1.03
H46 -6.36 -2.16 0.31
H47 -6.75 -3.65 -0.14
H48 -4.66 -3.32 0.95
C17 0.90 1.26 -8.95
O9 1.40 1.24 -7.59
C18 0.38 1.72 -6.65
C19 1.10 2.02 -5.30
N1 2.16 3.04 -5.40
C20 3.15 3.05 -4.31
C21 2.50 3.34 -2.94
O10 1.45 4.37 -2.79
C22 1.00 4.51 -1.46
H49 1.69 0.94 -9.63
H50 0.53 2.23 -9.27
H51 0.10 0.52 -8.90
H52 -0.44 1.00 -6.67
H53 -0.16 2.60 -6.98
H54 1.50 1.14 -4.80
H55 0.38 2.52 -4.66
H56 2.58 3.10 -6.32
H57 3.75 3.93 -4.55
H58 3.71 2.11 -4.34
H59 3.33 3.53 -2.26
H60 2.12 2.39 -2.57
H61 0.57 5.51 -1.55
H62 1.85 4.47 -0.77
H63 0.33 3.68 -1.24
C23 -7.98 0.92 2.26
O11 -6.98 1.18 1.23
C24 -7.32 0.66 -0.02
C25 -8.05 1.76 -0.82
N2 -7.24 2.90 -1.08
C26 -8.06 4.11 -1.32
C27 -9.10 4.43 -0.10
O12 -8.41 4.64 1.10
C28 -9.34 5.11 2.09
H64 -7.73 1.33 3.24
H65 -8.32 -0.11 2.36
H66 -8.83 1.55 2.02
H67 -7.90 -0.26 0.11
H68 -6.30 0.43 -0.34
H69 -8.94 2.08 -0.27
H70 -8.42 1.28 -1.73
H71 -6.90 3.07 -0.15
H72 -8.57 4.07 -2.28
H73 -7.39 4.96 -1.49
H74 -9.96 3.75 -0.04
H75 -9.55 5.36 -0.44
H76 -10.05 5.79 1.63
H77 -8.77 5.59 2.88
H78 -9.80 4.37 2.76
C29 8.20 6.48 -0.34
O13 7.50 5.92 -1.36
C30 7.12 4.55 -0.98
C31 5.95 4.11 -1.89
N3 5.47 2.78 -1.69
C32 6.42 1.71 -2.09
C33 5.66 0.42 -2.32
O14 4.95 0.52 -3.55
C34 4.05 -0.52 -3.77
H79 7.76 6.37 0.65
H80 8.34 7.53 -0.60
H81 9.20 6.08 -0.13
H82 6.80 4.48 0.07
H83 7.92 3.82 -1.02
H84 6.10 4.29 -2.96
H85 5.15 4.81 -1.63
H86 4.60 2.49 -2.10
H87 6.97 1.59 -1.16
H88 7.09 1.87 -2.94
H89 5.07 0.14 -1.45
H90 6.29 -0.47 -2.33
H91 3.37 -0.57 -2.91
H92 4.60 -1.45 -3.91
H93 3.39 -0.32 -4.61
C35 -3.15 -3.89 -1.03
O15 -3.17 -3.04 0.11
C36 -2.90 -1.68 -0.32
C37 -1.60 -1.18 0.24
N4 -1.05 0.01 -0.35
C38 0.00 0.79 0.41
C39 1.25 -0.05 0.76
O16 1.82 -0.51 -0.42
C40 2.67 -1.57 -0.12
H94 -2.50 -3.65 -1.87
H95 -4.06 -3.92 -1.63
H96 -3.01 -4.91 -0.68
H97 -3.76 -1.08 -0.03
H98 -2.80 -1.50 -1.39
H99 -0.94 -2.03 0.07
H100 -1.81 -1.06 1.30
H101 -0.90 -0.11 -1.34
H102 -0.47 1.21 1.30
H103 0.35 1.66 -0.14
H104 0.98 -0.89 1.39
H105 1.93 0.55 1.37
H106 3.07 -1.93 -1.07
H107 2.15 -2.44 0.26
H108 3.47 -1.38 0.59
C41 4.79 2.22 1.57
O17 4.52 1.96 2.94
C42 4.41 0.51 3.14
C43 3.99 0.12 4.57
N5 4.08 -1.34 4.85
C44 3.62 -1.64 6.27
C45 4.19 -2.88 6.89
O18 5.44 -2.64 7.64
C46 5.32 -2.43 8.97
H109 5.81 1.96 1.27
H110 4.89 3.29 1.39
H111 3.99 1.83 0.95
H112 5.38 0.09 2.89
H113 3.57 0.15 2.54
H114 3.06 0.65 4.78
H115 4.63 0.61 5.30
H116 3.54 -1.98 4.30
H117 2.55 -1.77 6.10
H118 3.64 -0.76 6.91
H119 4.34 -3.57 6.06
H120 3.39 -3.39 7.44
H121 4.74 -1.52 9.15
H122 6.32 -2.17 9.33
H123 4.90 -3.30 9.48

## Properties
Multiplicity: 2
Kohn-Sham gap (spin up / spin down) in eV: 8.32 / 2.15
E in hartree: -3453.6811
Highest occupied orbital energy (spin up / spin down) in eV: -9.959 / -9.610
Net charge: +1
Maximum force in eV/Å: 4.1
Lowest unoccupied orbital energy (spin up / spin down) in eV: -1.640 / -7.456
Relative energy (zero: lowest compared OMol25 entry of this formula, charge and spin) in kcal/mol: 92.59